Entry 1:
Density functional theory data (ωB97M-V/def2-TZVPD) for a molecular structure, C36H46CaCl2Sb.

Each line ends with the Löwdin charge.
Element x y z (Å)
Ca -0.77107 0.19500 0.11816  1.0875
C -0.60923 2.36562 -1.56661  -0.0760
C -1.09054 2.91242 -0.34469  -0.1677
C -2.29518 2.20760 -0.02906  -0.2366
C -2.52260 1.28287 -1.09547  -0.1916
C -1.50429 1.41425 -2.06079  -0.3026
C -1.41052 0.67526 -3.38675  -0.5634
C -2.49497 -0.39360 -3.50114  -0.0524
C -0.04066 0.01041 -3.53747  -0.0608
C -1.58408 1.68960 -4.52341  -0.0353
C -3.34784 2.29665 1.09719  -0.5238
C -4.72447 1.84158 0.58032  -0.0571
C -2.93882 1.34027 2.22657  -0.0630
C -3.56697 3.69310 1.67522  -0.0458
C -0.30504 4.00366 0.39181  -0.5202
C -0.08922 3.69758 1.87137  -0.0515
C -0.99685 5.36799 0.22548  -0.0285
C 1.08315 4.17736 -0.24389  -0.0638
H 0.28260 2.69205 -2.07451  0.1076
H -3.45364 0.76547 -1.25788  0.1007
H -2.40795 -1.14628 -2.70926  0.0715
H -2.41419 -0.91835 -4.45372  0.0918
H -3.49494 0.03461 -3.44098  0.0898
H 0.11663 -0.75545 -2.77281  0.0121
H 0.76893 0.73644 -3.45288  0.0829
H 0.04986 -0.48458 -4.50570  0.0940
H -2.53483 2.21462 -4.43495  0.0942
H -1.55732 1.18937 -5.49278  0.0882
H -0.78872 2.43430 -4.50580  0.0858
H -4.76656 0.76886 0.38502  0.0789
H -4.99322 2.35927 -0.33937  0.0996
H -5.48460 2.05812 1.33018  0.0884
H -2.89383 0.29900 1.86233  0.0727
H -3.65674 1.31242 3.04968  0.0995
H -1.96839 1.60718 2.65531  0.0422
H -3.86164 4.39255 0.89287  0.0967
H -2.70384 4.11057 2.18644  0.0540
H -4.37979 3.65092 2.40201  0.0911
H -1.00337 3.73261 2.46196  0.0562
H 0.61480 4.40729 2.30965  0.0991
H 0.35068 2.70435 1.99607  0.0171
H -1.96322 5.41653 0.71151  0.0550
H -1.14350 5.58787 -0.83210  0.0964
H -0.37089 6.15809 0.64565  0.0920
H 1.64505 3.24440 -0.28210  0.0599
H 1.66000 4.89691 0.33780  0.0923
H 1.01323 4.56002 -1.26137  0.0896
Cl -0.08637 -2.62613 -0.82070  0.5746
C 1.68140 -2.40819 -0.72206  -0.8778
Cl 2.11520 -0.69075 -0.58071  0.5898
H 2.10841 -2.78586 -1.64495  0.0491
H 2.02808 -2.92153 0.17000  0.0145
C -0.44322 0.62186 7.53102  -0.0703
C -0.50163 1.68280 6.63711  -0.0708
C -0.14219 1.49298 5.31273  -0.1328
C 0.28269 0.23965 4.87714  -0.4057
C 0.33844 -0.82101 5.77446  -0.1170
C -0.02604 -0.62659 7.10057  -0.0718
Sb 0.86838 0.01497 2.87841  1.4812
C 1.67506 -1.94612 2.86451  -0.4198
C 0.82287 -3.01308 2.59189  -0.1884
C 1.30380 -4.31547 2.54637  -0.0871
C 2.65146 -4.55844 2.76551  -0.0726
C 3.50875 -3.50177 3.04074  -0.0667
C 3.02416 -2.20269 3.09586  -0.1063
C 2.64544 1.15313 2.92989  -0.3948
C 3.11459 1.79649 1.79240  -0.1649
C 4.27395 2.55568 1.82760  -0.0675
C 4.97592 2.67756 3.01814  -0.0670
C 4.51261 2.04960 4.16349  -0.0670
C 3.34902 1.29491 4.12307  -0.1199
H -0.72284 0.77065 8.56444  0.1097
H -0.82694 2.65765 6.97344  0.1100
H -0.18697 2.33446 4.62889  0.0909
H 0.67044 -1.80065 5.45040  0.0945
H 0.02020 -1.45342 7.79648  0.1098
H -0.23801 -2.84654 2.42530  0.0879
H 0.62748 -5.13493 2.34372  0.1115
H 3.03312 -5.56908 2.73041  0.1106
H 4.55909 -3.68956 3.21884  0.1117
H 3.70888 -1.38990 3.30454  0.0969
H 2.56377 1.73952 0.86181  0.0429
H 4.62103 3.05775 0.93524  0.1110
H 5.87903 3.27082 3.05415  0.1104
H 5.05320 2.15253 5.09424  0.1109
H 2.99089 0.82336 5.03151  0.1038

Forces on atoms 1 to 3 (eV/Å):
0.6 0.4 -0.2
0.2 -0.1 0.1
0.2 -0.6 0.6

Calculated values
Kohn-Sham gap in eV: 7.762
DFT total energy in eV: -88095.5269
Multiplicity: 1
Energy above the lowest of the compared OMol25 structures with the same formula, charge and spin in kJ/mol: 8.7
Charge: +1

Entry 2:
Density functional theory data (ωB97M-V/def2-TZVPD) for a molecular structure, C21H33BrFeGeN.

Each line ends with the natural charge from an NBO analysis.
Element x y z (Å)
Fe 9.38650 7.21950 10.92965  1.3379
C 6.10228 5.15662 10.00521  -0.6483
C 6.88984 5.88797 11.02871  0.0072
C 7.70566 5.18833 11.85566  -0.0498
C 7.89326 3.69369 11.78391  -0.6631
C 8.29580 5.89743 12.95157  0.0288
C 9.22544 5.13843 13.95768  -0.6646
C 8.20147 7.30263 13.10196  -0.0593
C 8.72780 8.01266 14.33673  -0.6403
C 7.43728 8.03554 12.11033  -0.0703
C 7.45080 9.50908 12.21406  -0.6586
C 6.78954 7.32638 11.07461  -0.0213
C 6.11234 8.01347 10.02318  -0.6577
H 6.27925 5.40979 8.92670  0.2311
H 4.99995 5.26283 10.12894  0.2408
H 6.28784 4.17653 10.04030  0.2235
H 6.90456 3.17982 11.78972  0.2412
H 8.53355 3.29158 12.59266  0.2441
H 8.37604 3.25144 10.87813  0.2390
H 9.88403 4.47487 13.40842  0.2330
H 8.58884 4.57327 14.67162  0.2392
H 9.86459 5.75356 14.69002  0.2392
H 8.74961 7.27456 15.11482  0.2345
H 8.06163 8.73954 14.75341  0.2371
H 9.71024 8.36533 14.11500  0.2254
H 7.57213 9.97527 11.23390  0.2214
H 8.31535 9.90072 12.71510  0.2356
H 6.57795 9.85900 12.76758  0.2504
H 5.97376 9.03911 10.27199  0.2338
H 5.18714 7.54428 9.81482  0.2431
H 6.66226 8.13049 9.05262  0.2287
C 13.49810 8.62684 12.30909  -1.0229
Ge 12.24156 8.16886 10.78778  1.5701
C 10.78578 9.51236 10.85999  -1.0859
C 12.86655 8.32954 8.94693  -1.0781
C 11.26972 6.48781 11.08515  -1.4480
H 12.74333 8.87763 13.05569  0.2227
H 14.03736 9.52219 11.97928  0.2335
H 14.24714 7.89116 12.52977  0.2460
H 9.75651 9.16806 10.74936  0.1411
H 10.94664 10.22991 10.01687  0.2512
H 10.88442 10.03613 11.81914  0.2446
H 13.14219 9.37746 8.88435  0.2312
H 12.03224 8.23662 8.20903  0.2231
H 13.68447 7.62530 8.81792  0.2443
H 11.54989 6.10074 11.99586  0.2268
H 11.64497 5.72901 10.42362  0.2389
Br 10.00713 4.09480 6.28227  0.1312
C 9.63300 5.83828 6.93598  -0.0913
C 9.72385 6.94902 6.13187  -0.1731
C 9.39867 8.12726 6.64577  -0.2304
C 9.22689 8.30170 7.98313  0.0429
N 9.15835 7.24016 8.80318  -0.5487
C 9.30790 6.06520 8.28657  0.0264
H 10.03008 6.85160 5.10607  0.2500
H 9.44414 9.01019 5.98041  0.2471
H 9.00031 9.21414 8.47308  0.2114
H 9.31536 5.20413 8.97993  0.2141

Forces on atoms 1 to 3 (eV/Å):
0.1 -0.8 0.1
-1.6 3.0 -1.8
-0.8 1.7 -1.4

Calculated values
Kohn-Sham gap (alpha / beta) in eV: 8.049 / 8.629
DFT total energy in eV: -184740.7183
Multiplicity: 5
Energy above the lowest of the compared OMol25 structures with the same formula, charge and spin in kJ/mol: 34.2
Charge: +1

Entry 3:
Density functional theory data (ωB97M-V/def2-TZVPD) for a molecular structure, C6H13DyMgO5.

Each line ends with the Löwdin charge.
Element x y z (Å)
O -0.13606 -0.51893 -0.97306  -0.4258
C 0.45982 -1.60197 -1.64362  -0.2405
C 0.79644 -2.72033 -0.66711  -0.1513
O -0.34761 -2.92314 0.17948  -0.4257
C -0.20158 -4.00830 1.09162  -0.0284
Dy -1.55411 -1.05376 0.57739  1.7650
H 1.39023 -1.29668 -2.14999  0.1529
H -0.22477 -1.98594 -2.41855  0.1447
H 1.64965 -2.44839 -0.02461  0.1453
H 1.02530 -3.65655 -1.19742  0.1637
H -1.07070 -4.00026 1.75725  0.1025
H -0.17465 -4.95213 0.53061  0.1308
H 0.71981 -3.88597 1.67960  0.1221
O 0.01797 0.78893 1.38729  -0.2410
C 0.85052 0.93431 0.42074  -0.2268
O 1.07851 2.11536 -0.12902  0.1048
C 0.63852 3.29653 0.52438  -0.1146
O -0.76062 3.34525 0.61724  -0.2554
C -1.44690 3.65945 -0.61406  0.0249
Mg -1.60447 1.97771 1.91492  1.3100
H 1.70851 0.25350 0.39584  0.1955
H 1.00537 4.12452 -0.09009  0.1871
H 1.05860 3.34248 1.53549  0.1794
H -2.51107 3.73979 -0.37233  0.1191
H -1.08102 4.62143 -0.99016  0.1380
H -1.28568 2.85308 -1.34186  0.1235

Forces on atoms 1 to 3 (eV/Å):
-1.0 0.9 1.5
0.6 -0.8 -0.7
0.8 0.0 -0.5

Calculated values
Kohn-Sham gap (alpha / beta) in eV: 5.795 / 5.552
DFT total energy in eV: -46167.9524
Multiplicity: 7
Charge: +3

Entry 4:
Density functional theory data (ωB97M-V/def2-TZVPD) for a molecular structure, C47H56N12OS2V.

Each line ends with the Löwdin charge.
Element x y z (Å)
V 0.62736 -0.61563 -0.23257  0.6827
C 0.97720 -3.65563 -3.39592  -0.0195
C 0.83370 -2.44674 -2.52546  -0.2825
N 1.17750 -2.39830 -1.28891  -0.0860
N 1.46962 -3.57998 -0.65165  -0.0292
C 2.58752 -3.58847 0.04123  -0.9711
N 2.73258 -4.71305 0.83137  0.0295
S 3.88902 -2.49757 -0.03436  0.5267
C 0.22213 -1.22131 -3.09833  -0.2105
C -0.05821 -1.10427 -4.45442  -0.0042
C -0.67656 0.05324 -4.91372  -0.0383
C -0.98552 1.06040 -4.01799  -0.0251
C -0.64886 0.88386 -2.68345  -0.1163
N -0.05704 -0.22162 -2.23979  0.0356
H 1.31577 -4.49737 -2.80008  0.0701
H 1.71117 -3.46315 -4.18204  0.0916
H 0.03249 -3.90729 -3.88160  0.0867
H 2.09452 -5.46602 0.61976  0.0770
H 3.68495 -4.97389 1.02057  0.0551
H 0.18456 -1.90750 -5.13313  0.1066
H -0.91819 0.15564 -5.96376  0.1113
H -1.48707 1.97083 -4.31888  0.0986
H -0.87692 1.64083 -1.94425  0.0606
C 6.09169 3.80049 0.54575  -0.0427
C 6.22149 2.58083 -0.37641  -0.5572
C 6.66974 3.05898 -1.75662  -0.0654
C 7.28281 1.62143 0.18226  -0.0339
C 4.89143 1.84052 -0.43443  -0.1412
C 4.24179 1.53351 -1.62129  0.0215
C 3.05091 0.82842 -1.58181  -0.0869
N 2.49767 0.40593 -0.45403  0.0074
C 3.12236 0.66143 0.70520  -0.2245
C 4.29494 1.39497 0.74432  0.0501
C 2.54192 0.03264 1.92426  -0.2091
C 3.04592 0.27093 3.19028  0.0520
C 2.58012 -0.45646 4.28493  -0.1419
C 1.60141 -1.40836 4.03482  0.0233
C 1.10510 -1.55380 2.74965  -0.0810
N 1.54634 -0.84204 1.72218  0.0292
C 3.18457 -0.22226 5.66304  -0.5577
C 2.45070 -1.00685 6.74975  -0.0649
C 4.65116 -0.67597 5.62661  -0.0348
C 3.11697 1.27071 6.01290  -0.0434
H 7.04027 4.33917 0.58151  0.0874
H 5.83654 3.51463 1.56673  0.0761
H 5.32379 4.48622 0.18323  0.0929
H 7.60210 3.61706 -1.66102  0.0873
H 5.93191 3.72007 -2.21544  0.0894
H 6.85455 2.22304 -2.43329  0.0880
H 8.25160 2.12312 0.22403  0.0884
H 7.37853 0.73591 -0.44760  0.0963
H 7.03186 1.28862 1.19028  0.0815
H 4.63854 1.82678 -2.58145  0.1082
H 2.51724 0.58764 -2.49311  0.1169
H 4.78220 1.58193 1.68832  0.1050
H 3.82498 1.00436 3.33045  0.1053
H 1.19994 -2.03460 4.81714  0.1089
H 0.32180 -2.26851 2.52908  0.1181
H 2.54977 -2.08443 6.60884  0.0871
H 1.38824 -0.75805 6.78060  0.0903
H 2.87850 -0.76318 7.72325  0.0872
H 4.72676 -1.73290 5.36764  0.0954
H 5.11119 -0.52612 6.60556  0.0885
H 5.22609 -0.10916 4.89286  0.0815
H 2.08487 1.62612 6.01593  0.0930
H 3.68481 1.88283 5.31156  0.0757
H 3.53629 1.43566 7.00689  0.0873
C -2.40400 3.08566 2.34044  -0.0980
C -1.37258 3.40126 1.25531  -0.2197
C -0.62932 2.21054 0.88159  -0.1608
N -0.19242 1.22522 0.49461  0.1479
H -2.99199 3.97837 2.54808  0.0761
H -1.92811 2.76546 3.26783  0.0730
H -3.07770 2.30954 1.97946  0.0315
H -0.66718 4.17476 1.56042  0.1177
H -1.86227 3.70222 0.31833  0.0766
C -5.02374 3.25133 -4.95413  -0.0314
C -4.03757 3.33316 -3.82477  -0.3530
C -3.08119 4.35105 -3.76855  -0.0522
C -2.26093 4.34199 -2.65430  -0.1549
N -2.33572 3.43418 -1.69190  0.0043
C -3.28019 2.46500 -1.82060  -0.8280
S -3.36762 1.22102 -0.65740  0.6751
N -4.13094 2.41184 -2.88087  0.0600
H -4.59929 3.62739 -5.88523  0.0727
H -5.90310 3.85587 -4.72050  0.0843
H -5.35189 2.22203 -5.08492  0.0767
H -2.99554 5.10577 -4.53718  0.0974
H -1.49745 5.10675 -2.53044  0.1055
C -6.46814 0.98947 -1.65180  -0.0956
C -6.24854 -0.47010 -1.38747  -0.2971
C -7.00132 -1.16071 -0.44348  -0.0405
C -6.76893 -2.50137 -0.17611  -0.0421
C -5.78437 -3.18958 -0.87423  -0.2824
N -5.55954 -4.55828 -0.55272  0.1307
C -4.39833 -5.28108 -0.66607  -0.5357
O -4.39706 -6.48987 -0.79482  0.0601
N -3.20073 -4.57760 -0.60277  0.1373
C -2.90004 -3.40519 0.10373  -0.2125
C -3.67810 -2.87631 1.12670  0.0117
C -3.25318 -1.70958 1.73853  -0.0276
C -2.07312 -1.11428 1.33454  -0.1858
N -1.31307 -1.62705 0.36186  0.0160
C -1.72561 -2.74213 -0.23471  -0.0495
C -5.05239 -2.52315 -1.85017  -0.0247
C -5.27343 -1.17473 -2.08291  -0.0564
H -6.75551 1.51221 -0.73782  0.0773
H -7.26878 1.13437 -2.38368  0.0822
H -5.55569 1.44766 -2.03686  -0.0142
H -7.76413 -0.63214 0.11715  0.1105
H -7.33466 -3.01497 0.59361  0.1107
H -6.36602 -5.15863 -0.48465  0.1512
H -2.41393 -5.16876 -0.82540  0.1525
H -4.59152 -3.36202 1.43684  0.1181
H -3.84029 -1.25321 2.52315  0.1147
H -1.73176 -0.19142 1.77580  0.0851
H -1.09168 -3.14552 -1.01325  0.1040
H -4.28956 -3.04817 -2.40917  0.1151
H -4.65287 -0.64655 -2.79504  0.1023

Forces on atoms 1 to 3 (eV/Å):
-0.4 -0.1 0.1
0.0 0.0 0.1
-0.1 0.0 -0.3

Calculated values
Kohn-Sham gap (alpha / beta) in eV: 6.624 / 6.506
DFT total energy in eV: -116939.9390
Multiplicity: 4
Energy above the lowest of the compared OMol25 structures with the same formula, charge and spin in kJ/mol: 30.1

no.,strongest force on any atom (Eh/bohr)
1,0.020
2,0.084
3,0.040
4,0.015